1.
Computed, not measured: 5 unconnected molecules or ions with the total composition C19H37BrNO14, with ωB97M-V/def2-TZVPD.

Each line ends with the Mulliken charge.
Positions of all 72 atoms, in Å:
O  -1.1819  -3.9657  2.9863  -0.627
C  0.2571  8.1892  -4.4490  -0.373
Br  1.3178  5.6454  -1.3962  -0.112
H  0.0560  2.9636  -1.0513  0.077
C  -1.5458  5.2363  -7.5905  -0.616
H  3.8737  6.0501  -0.4353  0.314
C  -1.2582  -3.2878  1.9736  0.829
H  -1.7366  -5.7085  1.0224  0.322
C  3.5277  5.0841  0.1427  -0.398
C  2.7893  5.5362  1.5709  0.329
H  4.4607  4.3917  0.3806  0.303
H  4.5307  1.9577  -1.0998  0.284
H  -4.1926  -5.5166  0.8225  0.317
H  -1.5809  4.3821  -6.9065  0.293
C  -6.0326  -7.7336  -3.1286  -0.611
C  -5.0629  -6.3134  -1.5442  0.722
H  0.0402  -5.4137  1.0859  0.319
H  2.3524  2.0083  0.6495  0.188
H  2.4277  -4.5481  4.3983  0.307
O  -1.1375  -3.7409  0.7002  -0.322
H  3.3671  -2.2944  8.9708  0.284
H  -4.4783  -3.8071  0.4444  0.254
H  -2.4189  5.1870  -8.2471  0.213
H  -0.7142  -1.4503  3.7960  0.296
O  2.3127  -1.8963  7.2204  -0.298
H  0.6541  -4.5607  4.3631  0.061
O  2.8765  4.6454  2.5743  -0.671
C  -0.5761  6.6565  -6.0060  0.782
H  0.9657  0.3418  -1.8352  0.272
C  1.0110  0.7968  -0.7497  -0.241
H  3.0871  0.3536  0.0801  0.314
H  2.3071  3.6711  -2.7150  0.346
O  1.4653  -3.2843  5.7439  -0.199
H  4.0704  4.0952  -2.1990  0.272
O  -1.6076  6.4633  -6.8663  -0.315
C  -1.6265  -1.3326  3.2023  -0.654
H  -0.6453  5.1996  -8.2119  0.282
H  0.2942  7.4532  -3.6394  0.067
C  2.4958  1.3204  -0.2937  -0.408
H  -6.0677  -8.5878  -2.4446  0.286
H  1.4920  -5.3655  5.7037  0.304
H  -0.8214  -5.3953  -0.4647  0.232
C  1.5271  -4.5114  5.0197  -0.484
H  1.2298  8.2707  -4.9448  0.272
H  3.0814  -0.5849  8.5927  0.225
O  -1.4785  -1.9497  1.9250  -0.262
O  -5.2470  -5.1186  -0.9279  -0.315
H  -1.7980  -0.2644  3.0436  0.232
H  -2.4909  -1.7451  3.7325  0.296
C  3.3300  -1.5584  8.1613  -0.623
H  -0.4640  2.0366  0.5789  0.205
O  -4.1316  -7.0808  -1.3573  -0.556
H  -3.2570  -4.6991  -0.4829  0.230
H  3.4177  1.3339  -2.4901  0.311
H  -6.9056  -7.7829  -3.7852  0.218
H  -5.1320  -7.7703  -3.7500  0.289
O  0.3551  5.8891  -5.8192  -0.534
C  -0.9011  -5.1436  0.5965  -0.704
H  0.0085  9.1628  -4.0175  0.221
C  2.4968  -3.0912  6.6042  0.723
C  3.4030  1.9758  -1.4910  -0.572
O  2.0543  6.8109  1.7271  -0.717
O  3.4281  -3.8585  6.7911  -0.550
O  -6.0944  -6.5065  -2.4044  -0.320
H  4.3027  -1.4769  7.6655  0.284
O  -0.7603  7.8513  -5.3898  -0.318
C  3.0759  3.5623  -1.8092  -0.590
C  -0.1904  1.9254  -0.5701  -0.669
H  0.7133  -0.0902  -0.0083  -0.018
H  -1.1403  1.4586  -1.1215  0.293
C  -4.2297  -4.7807  0.0129  -0.507
N  2.4502  4.3100  -0.6396  -0.083

* total charge: -1
* energy above the lowest of the compared OMol25 structures with the same formula, charge and spin: 4.670 eV
* highest occupied orbital energy: -4.126 eV
* HOMO-LUMO gap: 5.9 eV



2.
Computed, not measured: C4H11O2P in the gas phase, with ωB97M-V/def2-TZVPD.

Each line ends with the Löwdin spin population.
Positions of all 18 atoms, in Å:
C  -1.6897  -0.4752  0.8080  0.155
H  0.6215  -1.7875  1.1960  0.032
H  2.0911  0.4412  0.7370  0.007
H  -1.2428  -0.0542  1.7943  0.019
H  -2.2493  -1.4623  1.0733  0.023
P  -0.5506  -0.7497  -0.6018  1.115
H  0.1724  2.7763  0.0171  0.001
H  -0.9796  1.9635  -1.1170  0.046
H  1.2922  -2.0485  -0.5008  0.009
O  1.1768  0.6091  0.8056  0.084
C  0.0997  2.1006  -0.7990  0.055
C  0.5051  -2.0799  0.2042  0.224
H  0.5487  2.6931  -1.5340  0.001
H  -0.1549  -2.9393  0.3481  0.011
H  1.5355  0.5686  -2.1872  0.007
O  1.8472  0.1721  -1.4229  0.037
C  0.7761  0.5884  -0.5790  0.161
H  -2.4320  0.3418  0.6535  0.013

* multiplicity: 3
* total charge: 0
* energy above the lowest of the compared OMol25 structures with the same formula, charge and spin: 3.567 eV
* highest occupied orbital energy (spin up / spin down): -3.246 / -9.902 eV
* HOMO-LUMO gap (spin up / spin down): 4.0 / 7.8 eV



3.
Computed, not measured: 2 unconnected molecules or ions with the total composition C4H12N2OS, with ωB97M-V/def2-TZVPD.

Each line ends with the Mulliken charge.
Positions of all 20 atoms, in Å:
H  1.1167  1.3482  -1.1156  0.411
H  3.1589  -0.4203  1.5933  0.361
H  -3.6561  -0.1341  -1.9209  0.275
C  2.2980  -0.4803  -0.4277  -0.150
H  2.6711  -0.7470  -1.4331  0.326
N  -1.9971  -0.8376  0.7693  -0.619
O  -2.0239  1.4632  -0.2726  -0.573
C  -4.0843  -0.1169  -0.8984  -0.793
S  -2.9522  0.5939  0.4592  0.536
H  1.4847  -1.1455  -0.2279  0.131
H  -4.9618  0.5175  -0.8201  0.297
C  1.6076  0.9094  -0.2441  -0.217
N  1.7102  1.5355  0.8248  -0.571
H  4.3627  -0.0873  0.4765  0.251
H  1.2823  2.4889  0.7867  0.263
H  3.5588  -1.6694  0.5240  0.405
C  3.3563  -0.6622  0.5854  -1.206
H  -4.2952  -1.0822  -0.4701  0.311
H  -1.4100  -0.8791  1.6880  0.315
H  -1.2268  -0.5946  0.1232  0.247

* total charge: 0
* energy above the lowest of the compared OMol25 structures with the same formula, charge and spin: 2.929 eV
* highest occupied orbital energy: -9.251 eV
* HOMO-LUMO gap: 10.1 eV



Number 1: F_max 7.8 eV/Å. Number 2: F_max 3.3 eV/Å. Number 3: F_max 3.2 eV/Å.